Entry 1:
A molecular structure, C43H39Cl4N10O2PPbS5, computed with ωB97M-V/def2-TZVPD.

Geometry as ORCA input:
```
! wB97M-V def2-TZVPD RIJCOSX def2/J DEFGRID3
* xyz -2 1
H 5.7979 -1.4108 0.2389
H -1.5361 2.5193 4.6680
H 0.9200 -4.4183 2.1528
C -1.2826 -2.7815 3.9204
H 2.6916 2.9862 2.5247
C 3.2066 4.8420 -4.9097
N -2.7124 -4.5621 5.7508
C -0.9319 -2.9647 -0.8564
C -2.8249 -3.0434 -2.6092
H -0.7203 -3.1159 4.7850
C -3.3204 1.7985 -1.8394
C -0.6446 -1.9766 2.9859
C 7.7568 0.8111 -0.5546
C -4.8316 -5.1298 5.6977
S -4.7260 2.2131 -2.5743
C -3.2575 -2.6317 2.5996
H -0.4442 0.8928 3.4370
H 3.2448 1.5371 -5.6571
H 3.5497 5.6569 -2.9371
C 4.8654 -1.9616 0.2226
Cl -4.9393 6.7437 0.3287
Pb -0.1042 0.7800 -0.7844
H -2.5604 -4.0374 -2.9824
H -1.2507 -5.4485 1.4234
H -4.7702 -7.2991 8.8847
H -2.6737 -6.1997 8.1475
O -2.8339 1.1314 2.1029
O -0.6636 2.7332 0.8804
H -3.2166 -2.4455 -3.4231
C -3.6532 -5.3021 6.4341
H 8.6560 0.2300 -0.3803
C -1.4841 -4.0634 -0.1981
N 0.2233 -2.4161 -0.4564
S 2.2697 0.3343 2.8909
N 0.1191 1.6568 3.7815
N -1.2591 -1.4991 1.9045
S 0.2814 1.2135 -3.4303
C -2.6116 -3.1267 3.7219
C 3.5954 2.3696 -3.7128
C -3.5934 -6.0773 7.5879
H -0.0095 3.3713 4.9640
C 6.8029 0.9477 0.4512
N 1.8742 2.9639 3.1200
N -1.1520 -1.2344 -2.4348
N -1.7626 -0.6751 -3.5169
H 3.0429 5.8082 -5.3738
C -0.8235 -4.6061 0.8921
H 1.7532 -2.4413 0.9058
C 3.4822 4.7656 -3.5487
C -3.3386 -3.9913 4.6704
C 5.4381 2.3136 -1.0044
H -3.6062 -3.1682 -1.8531
C -3.9949 4.2357 0.8337
N -4.6033 -4.3067 4.6033
C -6.0061 -5.7497 6.1203
C -0.6005 2.8388 4.2162
C 3.3310 2.4462 -5.0733
C -2.9917 3.2825 1.0300
H -2.0782 6.9509 0.2539
C -3.6776 5.5372 0.5498
H -5.0329 3.9348 0.9297
N -1.8707 1.0502 -4.9588
H 0.3923 -1.6788 3.1154
H -1.7451 -4.4505 5.9909
S 2.4193 2.5259 -0.2620
H 4.8866 1.7653 0.9928
C -1.1912 0.4246 -3.9448
C -2.5440 -1.8212 1.7325
C -1.3480 4.9797 0.5880
H -6.9235 -5.6183 5.5583
P 3.9716 3.4211 -1.1430
C 3.1377 3.6832 -5.6741
H -2.8631 0.8630 -4.9623
C 7.5501 1.4257 -1.7811
H -0.8394 3.5262 3.4046
C 1.3644 1.7184 3.2557
H -3.0258 -1.3993 0.8557
C -2.3388 5.9183 0.4491
H 8.2875 1.3234 -2.5691
C -4.7688 -6.6865 7.9917
H -4.5358 1.7942 1.2743
H -4.2962 -2.8763 2.4198
Cl 4.5755 -2.5957 1.8674
C -5.9605 -6.5238 7.2664
C 3.6833 3.5281 -2.9446
C -3.4604 1.9748 1.4916
S 4.5375 5.1699 -0.3984
C 0.8397 -2.9386 0.5966
H -2.4331 -4.4723 -0.5186
H 6.9619 0.4816 1.4183
H 3.7066 1.4005 -3.2374
Cl 0.3136 5.4776 0.4643
C 5.6483 1.6834 0.2246
C 6.4007 2.1822 -2.0005
H -1.6186 2.0165 -5.0776
H 4.9147 -2.8093 -0.4482
Cl 3.6124 -0.8770 -0.3235
N -2.3197 1.5195 -1.3036
C -1.6031 3.5845 0.8344
C -1.6304 -2.3473 -2.0185
H -6.8602 -7.0142 7.6166
H 1.2074 3.6817 2.8594
H 6.2594 2.6792 -2.9515
C 0.3680 -4.0380 1.3028
H 2.9153 3.7416 -6.7335
*
```

Properties
HOMO level   -0.101 Eh
Kohn-Sham gap   0.218 Eh
Energy above the lowest of the compared OMol25 structures with the same formula, charge and spin   0.0 kcal per mole
LUMO level   3.207 eV



Entry 2:
A molecular structure, C43H40CoN8O4P, computed with ωB97M-V/def2-TZVPD.

Geometry as ORCA input:
```
! wB97M-V def2-TZVPD RIJCOSX def2/J DEFGRID3
* xyz 1 2
O 3.6143 -0.8681 -0.2498
N -5.7049 -2.5571 -0.2184
H -0.1770 -4.0936 -4.2808
C -2.7128 -3.3200 -4.3858
H 0.7569 7.3403 0.7510
H 0.1449 1.9740 4.0857
H 0.2615 -3.2152 -0.5937
C -4.5387 -2.9531 1.5335
O 3.6990 0.7684 2.1022
H 1.8765 3.7227 -3.2341
C 1.1220 -0.9762 -2.6295
H 4.8567 -0.8795 1.8745
N 0.2985 -2.5494 3.5310
C -0.2651 4.2321 -0.1242
H 3.7780 3.6093 -4.7841
O 1.3493 2.1092 2.3962
C -2.7542 1.2143 -3.2774
H 0.1596 -3.0214 1.4645
C -0.4252 1.6737 -1.8082
C 2.1322 4.3946 -0.1755
C -2.6477 -3.5609 -2.0094
H -0.0921 -3.6103 5.2398
C -1.9423 2.2983 -3.5782
H 2.5021 2.3160 4.0680
N 1.1443 -1.2039 2.0400
H -0.3179 -4.8619 -2.6791
H 0.0338 3.5052 3.1787
H -3.6475 1.0220 -3.8566
C -2.4284 0.3870 -2.2134
H 5.5411 1.9191 -4.4720
H -5.6952 -2.3895 3.9139
C -3.9429 -3.0142 2.8578
C -1.2708 0.6155 -1.4853
C -0.4492 -3.5975 4.2135
C 0.9731 3.6390 -0.3576
C 3.3583 0.1890 -0.7920
N -5.6970 -2.5226 1.1502
H -4.5473 -2.4002 6.1225
C 3.7496 2.1704 2.3195
C 0.8188 6.3040 0.4469
C 4.6326 1.0430 -2.7551
H -3.0806 -0.4384 -1.9568
H -2.1939 2.9656 -4.3921
C -3.9791 -3.1642 -1.9199
C 4.9909 0.1845 2.0436
C -4.6924 -2.8727 -3.0803
O -3.7631 -3.2849 0.4733
H 3.0980 3.9493 -0.3785
H -2.1449 -2.9232 6.2666
C 0.4867 -2.3360 2.2239
C -4.6529 -2.6632 4.0030
H -1.1733 3.6590 -0.2607
N 0.6334 -1.8487 -3.4736
C -4.0028 -2.6603 5.2251
H -2.1087 -3.7950 -1.1009
H 5.5223 0.3400 2.9870
P 1.1306 1.8833 -0.8507
C 2.4996 2.0300 -2.0763
C 2.4812 2.6425 3.0187
C 4.6985 1.9414 -3.7934
C -0.3385 5.5635 0.2600
C 1.3465 -0.7597 3.3129
C -2.5975 -3.3579 2.9542
C -2.0057 -3.6356 -3.2337
C 0.1558 2.4215 3.0858
C 3.7013 2.8971 -3.9741
H 1.8895 0.1336 3.5509
H 5.4097 0.3065 -2.5988
C 2.6166 2.9448 -3.1092
C -1.9368 -3.3155 4.1700
H -4.6019 -2.7425 -5.2117
H -0.6694 2.0178 2.4990
Co 1.8846 -0.0228 0.3974
H 1.5371 -0.0495 -2.9684
N 0.2256 -2.8525 -2.6916
C -0.5257 -3.9632 -3.2595
H -2.0685 -3.6501 2.0571
C 3.5189 1.0618 -1.8865
H 4.5805 2.4266 2.9855
H 3.9029 2.6851 1.3649
H 2.9645 6.2892 0.3792
N 1.0446 -1.3621 -1.3224
H -1.0212 -0.0227 -0.6466
C -0.7919 2.5348 -2.8426
H -2.2150 -3.3440 -5.3469
H 2.4423 3.7394 3.0037
C -2.6492 -2.9650 5.3094
H -5.7285 -2.5729 -3.0026
C 0.4782 -2.5523 -1.4113
H -0.2274 -4.5562 3.7440
C -4.5520 -3.0080 -0.5932
H -0.1944 3.4080 -3.0642
N 0.8448 -1.5449 4.2310
C -4.0539 -2.9621 -4.3054
H -1.3055 6.0236 0.4158
H 5.5860 0.6075 1.2280
C 2.0576 5.7170 0.2324
*
```

Properties
Expectation value of S²   0.9314
HOMO level (alpha / beta)   -0.388 / -0.364 Eh
Kohn-Sham gap (alpha / beta)   0.280 / 0.255 Eh
Energy above the lowest of the compared OMol25 structures with the same formula, charge and spin   19.1 kcal per mole
LUMO level (alpha / beta)   -2.927 / -2.970 eV



Entry 3:
A molecular structure, C43H40CrN4O2P2, computed with ωB97M-V/def2-TZVPD.

Geometry as ORCA input:
```
! wB97M-V def2-TZVPD RIJCOSX def2/J DEFGRID3
* xyz 3 2
C 2.5485 0.3459 -2.5529
C -0.5535 -0.4217 -5.4177
H -3.1490 -1.3203 -1.9189
H 0.9707 5.4015 -3.0600
P 1.6602 -0.0582 1.0162
H -1.8129 -1.7966 2.9367
O -1.9642 0.4780 -0.5477
H 0.9250 0.5238 6.5782
H -6.5665 -3.7589 -1.0908
H -4.9130 -2.8639 -2.6940
H 1.5367 -4.3313 2.3690
C -1.6446 0.2853 -5.9053
O 0.7903 0.9874 0.3215
C 5.7270 -0.3529 0.8787
H 2.6660 -1.0294 5.7557
N 1.4100 -0.5624 -2.1996
H 2.9943 2.3531 0.4202
C -3.2887 0.2242 3.2914
H -1.9036 0.2307 -6.9557
C 2.0362 -0.4988 5.0522
C -0.2474 -0.3313 -4.0766
H 0.3704 -2.1205 -3.1728
C -3.8030 -1.3696 0.1374
H 1.6187 -1.3931 -4.1613
H -2.3878 2.4297 0.8617
C 1.3206 4.3808 -2.9987
C -4.8552 -2.5914 -1.6476
C 3.4028 0.2680 0.7650
H -3.2578 1.6173 -5.3776
C 0.4412 0.9040 3.2488
C -2.3992 1.0573 -5.0336
C -3.6320 1.1279 4.2800
H 0.0436 -1.0421 -6.0741
H 7.1305 1.2470 0.6131
C 4.3882 -0.7073 0.9457
H 4.1211 -1.7429 1.1241
C 2.2235 -0.6774 3.6923
C 0.5483 3.4225 -2.3831
N -1.1305 -1.3947 1.0373
C 6.0836 0.9708 0.6496
C 5.1062 1.9430 0.4769
C -3.5333 2.4945 4.0444
Cr -0.1624 0.7184 -1.4213
H -4.7453 -1.5557 2.0793
H 1.6716 -2.6187 -1.7306
H -0.4178 3.6664 -1.9569
C -3.0800 2.9632 2.8188
H -3.3781 -0.8315 3.5087
C -5.7394 -2.7203 0.5935
C -3.8604 -1.7322 -1.2124
N -0.9671 0.4286 -3.2343
C 1.7413 -2.8744 0.8938
H -3.0087 4.0283 2.6368
C 1.4103 0.0120 2.7865
H -0.6334 -1.4068 -0.9900
C -2.0299 1.1051 -3.7063
H -0.4959 -2.9465 -0.1891
C -5.7889 -3.0886 -0.7454
C 0.2696 1.0836 4.6137
H -0.4698 1.7886 4.9744
H 2.6619 -3.3377 0.5486
H 3.2387 0.3688 -1.7154
H -3.9871 0.7659 5.2360
H 3.1748 4.7269 -4.0338
C -0.1431 -3.0406 2.5562
H 6.4918 -1.1081 1.0108
C 3.7646 1.5979 0.5366
C -2.7317 2.0681 1.8200
C -4.7498 -1.8589 1.0408
H 3.8990 2.3545 -3.8478
C -1.0624 -2.0713 2.2060
H -3.8169 3.1964 4.8189
H 3.0078 -1.3386 3.3454
P -2.4623 -0.3251 0.6439
C 2.1261 1.7704 -2.8002
C 2.5442 3.9999 -3.5366
C -0.3030 -1.8805 -0.0607
H -0.3517 -3.5272 3.5017
H -0.1589 1.4637 2.5427
C 1.8832 -1.6529 -1.2701
C 1.0725 -3.4600 1.9199
C 1.0574 0.3768 5.5127
H -6.4826 -3.0915 1.2882
H 3.0966 -0.0491 -3.4095
C 1.2315 -1.6880 0.1348
H 2.9644 -1.6034 -1.1557
C 2.9505 2.6790 -3.4356
H -2.5915 1.6823 -2.9809
C 0.8310 -1.1687 -3.4403
H 5.3932 2.9733 0.3057
C -2.8287 0.6914 2.0540
N 0.9437 2.1386 -2.2833
*
```

Properties
Expectation value of S²   1.1755
HOMO level (alpha / beta)   -0.559 / -0.559 Eh
Kohn-Sham gap (alpha / beta)   0.187 / 0.203 Eh
LUMO level (alpha / beta)   -10.117 / -9.667 eV



Entry 4:
A molecular structure, C43H40F15Ge3N3O5PReS2, computed with ωB97M-V/def2-TZVPD.

Geometry as ORCA input:
```
! wB97M-V def2-TZVPD RIJCOSX def2/J DEFGRID3
* xyz 3 4
H -0.2433 -3.1263 -1.9077
C 0.4284 -4.2351 2.1187
H 3.0172 1.8824 -1.8525
H 5.4311 1.3176 -2.3356
F -0.1738 9.6167 0.7203
C 4.1642 3.7737 2.6370
C 4.9099 -6.6097 0.0762
H 3.2042 0.2887 -2.5661
C 4.9353 0.9557 -1.4336
C 3.4219 0.8880 -1.6780
H 5.1849 1.6391 -0.6213
H -0.6969 -5.9912 1.4228
Re -0.1156 0.5154 -0.2841
O -2.6526 -2.1122 -2.9471
Ge 2.4016 0.0127 -0.2470
S -2.9417 -1.2121 -1.8888
C -4.9158 -2.6815 -0.4987
H 4.0415 -1.8157 -0.7723
C 4.7676 -4.2064 0.1678
Ge 0.7244 -3.4826 0.3603
C -0.2870 6.0355 0.1610
C -2.0215 8.2080 0.4531
P -3.7993 1.7784 0.2786
C 4.2860 0.2618 1.9825
C 1.5138 5.1983 -2.7597
H -1.4046 -3.9720 -0.8819
C 2.0789 4.4728 1.6332
N -1.5017 -0.9084 -1.0280
F 1.5068 7.5217 0.4474
H 5.2569 -3.2461 0.2931
C 0.0292 -5.2793 -1.8422
C -5.2254 -3.4155 0.6455
C -1.5268 -1.5237 0.1514
N -3.2294 2.7246 -2.2799
H -2.4042 -2.9454 2.4938
S 0.6151 2.5274 -0.8490
H -4.7701 1.9604 3.5116
H 1.3293 -4.0111 2.6878
C 0.1300 -5.7414 2.0915
O -4.7021 0.6331 0.6127
H 6.5979 -5.3063 0.3003
F 0.2061 4.8400 -2.8226
H -5.1784 2.1425 -1.6840
H -5.6182 -2.5875 -1.3200
C -3.0878 -2.8948 1.6574
H -4.6453 3.8645 1.3852
C 2.1405 5.2268 -1.5207
O -3.5487 0.0450 -2.2171
H 4.8638 1.0059 1.4375
C 2.5536 -3.0349 -0.0619
C 4.1333 6.0034 -2.6367
H 2.2329 -0.4320 2.1900
C 3.4611 5.6521 -1.4839
C 3.4846 5.9221 -3.8567
O -0.4035 -1.4418 0.8224
C 2.7909 0.3453 1.6602
F 5.3851 6.4136 -2.5848
O -2.2983 1.5850 0.1726
H -0.1460 -6.0705 3.0940
C 0.1911 7.3258 0.3643
H 5.3696 -0.0200 -1.2019
H -3.4687 3.2957 -3.0878
H 5.5047 -7.5146 0.0964
H 1.0600 -5.2797 -2.1962
H -3.0491 1.7626 -2.5797
Ge 1.0807 4.6672 -0.0023
C -2.7643 -2.1900 0.5113
F -3.8389 6.7170 0.1767
C -0.3595 -3.9396 -1.1926
C 5.5224 -5.3680 0.1899
C 2.6471 5.1734 3.8745
C 3.3848 -4.2661 0.0066
F 4.1248 6.2375 -4.9579
H 1.0034 -6.3184 1.7926
C 2.7868 -5.5219 -0.0825
F 5.3155 3.1259 2.5635
F 3.5846 3.0889 0.4784
C -1.6387 5.8877 0.1141
H 3.0496 -7.6553 -0.1324
C -4.3372 2.6789 -1.2503
C -2.5173 6.9362 0.2482
F 4.6769 4.4898 4.7951
C 3.5343 -6.6898 -0.0503
H -0.6151 -5.4394 -2.7076
H -3.2846 3.1511 2.2526
F 2.3438 5.8308 4.9797
C -4.3287 -3.5179 1.7074
H -6.1838 -3.9145 0.7071
N -5.1667 2.1848 2.6044
C 2.1612 5.5206 -3.9264
H 1.7055 -5.6018 -0.2131
H 4.4505 0.4300 3.0483
H -0.3943 -3.6873 2.5757
C -0.6512 8.4089 0.5144
H 2.3628 1.3108 1.9465
F 0.6232 5.8222 2.9273
F -2.1413 4.6534 -0.0928
H 4.6897 -0.7247 1.7404
H -0.1090 -6.1234 -1.1655
C -4.1985 2.9304 1.7097
F -2.8469 9.2196 0.5866
C 1.7796 5.1600 2.8035
C -3.6835 -2.0778 -0.5351
H -4.5975 -4.1041 2.5782
H -6.0393 2.6822 2.7586
H -2.3675 3.0713 -1.8560
F 4.1158 5.7428 -0.3265
H -4.6362 3.6895 -1.0007
C 3.8426 4.4830 3.7835
C 3.2753 3.7696 1.5904
H -5.3470 1.2907 2.0798
C 3.0068 -1.8370 -0.4207
F 1.5398 5.4585 -5.0942
*
```

Properties
Expectation value of S²   3.7967
HOMO level (alpha / beta)   -0.546 / -0.545 Eh
Kohn-Sham gap (alpha / beta)   0.204 / 0.208 Eh
Energy above the lowest of the compared OMol25 structures with the same formula, charge and spin   16.5 kcal per mole
LUMO level (alpha / beta)   -9.316 / -9.189 eV



Q: Which E_tot values were calculated for the entries above? A: -6726.2367, -4125.4772, -3758.4931, -11146.8091, in Eh.